This record from the Open Molecules 2025 dataset describes a 2-piece molecular cluster, C33H57BBrN3O7P overall in a non-equilibrium geometry. The level of theory is ωB97M-V with the def2-TZVPD basis set.

Last column: Löwdin charge in e.
Positions of all 103 atoms, in Å:
C1 -0.689 0.530 3.671  -0.101
C2 -0.343 1.843 2.922  -0.202
C3 -1.162 2.001 1.644  -0.214
C4 -0.630 1.080 0.537  -0.275
C5 -0.929 1.599 -0.870  -0.186
C6 0.050 2.720 -1.290  -0.170
C7 1.195 2.230 -2.182  -0.194
C8 2.450 1.907 -1.392  -0.208
C9 3.692 1.726 -2.248  -0.195
C10 3.890 0.253 -2.597  -0.211
C11 4.605 -0.514 -1.497  -0.205
C12 4.168 -1.975 -1.441  -0.165
C13 2.787 -1.950 -0.806  -0.148
N1 1.931 -3.141 -1.070  -0.069
N2 2.563 -4.205 -1.507  0.111
C14 1.836 -5.245 -1.784  -0.628
Br1 2.798 -6.758 -2.318  0.923
C15 0.431 -5.254 -1.677  -0.160
C16 -0.306 -6.499 -2.039  -0.039
B1 -0.427 -7.450 -0.772  -0.677
O1 -0.197 -6.942 0.479  0.178
O2 -0.729 -8.770 -0.959  0.188
C17 -0.203 -4.107 -1.218  -0.102
C18 -1.694 -3.995 -1.122  -0.142
C19 -2.268 -4.298 0.270  -0.134
C20 -3.603 -3.573 0.572  -0.214
N3 -4.110 -2.806 -0.538  -0.065
C21 -5.165 -1.844 -0.218  -0.140
C22 -4.629 -0.539 0.304  -0.139
C23 -4.117 -0.377 1.589  -0.026
C24 -3.648 0.843 2.053  -0.109
C25 -3.685 1.962 1.227  -0.110
C26 -4.193 1.826 -0.054  -0.008
C27 -4.656 0.595 -0.507  -0.249
O3 -5.138 0.492 -1.799  0.044
C28 0.619 -3.017 -0.877  -0.184
P1 -0.015 -1.359 -0.312  1.032
C29 0.799 -1.071 1.320  -0.201
O4 -1.572 -1.506 0.118  -0.286
H1 -1.372 -0.059 3.068  0.046
H2 -1.162 0.725 4.624  0.078
H3 0.205 -0.054 3.857  0.066
H4 -0.560 2.663 3.599  0.103
H5 0.718 1.822 2.695  0.101
H6 -2.181 1.707 1.877  0.001
H7 -1.099 3.038 1.327  0.123
H8 0.450 1.026 0.647  0.061
H9 -1.091 0.101 0.662  0.026
H10 -0.784 0.763 -1.554  0.062
H11 -1.966 1.900 -0.980  0.088
H12 0.487 3.134 -0.384  0.102
H13 -0.515 3.493 -1.798  0.108
H14 0.849 1.380 -2.769  0.108
H15 1.412 3.024 -2.891  0.111
H16 2.621 2.753 -0.728  0.106
H17 2.283 1.057 -0.729  0.089
H18 4.568 2.047 -1.687  0.108
H19 3.636 2.293 -3.169  0.113
H20 4.420 0.138 -3.537  0.118
H21 2.886 -0.143 -2.767  0.103
H22 5.662 -0.501 -1.744  0.120
H23 4.519 -0.030 -0.526  0.119
H24 4.862 -2.547 -0.840  0.117
H25 4.130 -2.323 -2.465  0.118
H26 2.278 -1.073 -1.195  0.069
H27 2.935 -1.914 0.263  0.120
H28 0.246 -7.087 -2.758  0.078
H29 -1.267 -6.293 -2.487  0.120
H30 -0.497 -7.536 1.173  0.120
H31 -0.381 -9.301 -0.237  0.115
H32 -2.147 -4.673 -1.827  0.112
H33 -1.978 -3.007 -1.458  0.102
H34 -2.398 -5.364 0.359  0.102
H35 -1.522 -4.026 1.015  0.110
H36 -4.330 -4.334 0.873  0.122
H37 -3.459 -2.939 1.434  0.086
H38 -4.378 -3.393 -1.312  0.120
H39 -5.668 -1.625 -1.147  0.115
H40 -5.863 -2.262 0.513  0.127
H41 -4.100 -1.204 2.284  0.110
H42 -3.276 0.926 3.061  0.115
H43 -3.322 2.911 1.577  0.125
H44 -4.234 2.687 -0.702  0.125
H45 -5.737 1.226 -1.957  0.112
H46 1.470 -0.232 1.163  0.044
H47 1.387 -1.905 1.680  0.058
H48 0.044 -0.750 2.028  0.013
H49 -1.656 -2.014 0.936  0.064
C30 0.465 7.957 2.069  -0.063
C31 1.192 6.792 2.704  -0.210
O5 1.768 5.922 1.715  0.028
C32 2.905 6.352 1.172  -0.614
O6 3.491 7.364 1.447  0.134
O7 3.289 5.453 0.261  -0.011
C33 4.469 5.813 -0.462  -0.033
H50 -0.274 7.598 1.351  0.081
H51 -0.043 8.547 2.832  0.082
H52 1.157 8.607 1.536  0.077
H53 0.495 6.170 3.263  0.118
H54 1.964 7.130 3.395  0.125
H55 5.283 6.061 0.216  0.098
H56 4.265 6.652 -1.124  0.102
H57 4.743 4.944 -1.054  0.083

The calculation puts the gap between HOMO and LUMO at 7.0 eV. As for the total charge: +1. The electronic energy is -133950.226 eV. The calculation puts the HOMO energy at -10.451 eV.

This record from the Open Molecules 2025 dataset describes a 3-piece molecular cluster, C33H57ClF16N4O6PS overall in a non-equilibrium geometry. The level of theory is ωB97M-V with the def2-TZVPD basis set.

Last column: Löwdin charge in e.
Positions of all 119 atoms, in Å:
C1 0.346 -6.311 5.012  -0.170
C2 0.582 -4.867 5.624  -0.502
S1 1.166 -3.619 4.364  0.862
C3 -0.353 -2.579 3.995  -0.370
C4 -1.092 -3.336 2.775  -0.298
O1 -0.086 -3.705 1.857  -0.157
C5 -0.256 -3.501 0.480  -0.321
C6 0.337 -4.809 -0.249  -0.054
C7 -1.770 -3.192 -0.034  -0.456
O2 -1.473 -2.821 -1.344  -0.112
C8 -2.271 -3.179 -2.451  -0.209
C9 -2.238 -2.088 -3.630  -0.282
C10 -3.658 -1.862 -4.298  -0.069
C11 -1.222 -2.607 -4.764  -0.386
C12 -1.790 -3.816 -5.610  -0.086
C13 -0.893 -1.418 -5.752  -0.087
P1 -2.536 -4.901 0.346  0.812
O3 -4.235 -4.759 0.608  -0.350
Cl1 -2.520 -6.196 -1.346  0.305
N1 -2.317 -2.027 0.842  -0.056
C14 -1.356 -0.872 0.849  -0.072
C15 -1.879 0.557 1.304  -0.144
C16 -1.153 1.174 2.579  -0.142
C17 -2.192 2.094 3.388  -0.193
N2 -2.693 1.450 4.626  0.017
C18 -4.131 1.519 4.738  -0.489
N3 -4.720 2.664 4.874  0.116
N4 -4.988 0.321 4.758  0.087
C19 -3.656 -1.723 0.200  -0.243
C20 -3.647 -0.588 -0.924  -0.034
C21 -4.852 -1.391 1.177  -0.191
C22 -6.159 -0.816 0.471  -0.081
C23 -2.392 -2.569 2.229  -0.228
O4 -2.602 -1.558 3.251  -0.053
H1 0.776 -7.064 5.739  0.076
H2 0.866 -6.488 4.034  0.066
H3 -0.749 -6.539 4.907  0.065
H4 -0.395 -4.518 6.051  0.069
H5 1.335 -4.921 6.452  0.071
H6 0.058 -1.582 3.704  0.066
H7 -0.951 -2.595 4.939  0.083
H8 -1.480 -4.291 3.257  0.150
H9 0.458 -2.697 0.119  0.165
H10 1.453 -4.652 -0.333  0.104
H11 -0.030 -4.895 -1.311  0.063
H12 0.141 -5.718 0.372  0.080
H13 -1.794 -4.084 -2.949  0.088
H14 -3.339 -3.505 -2.263  0.116
H15 -1.766 -1.117 -3.285  0.131
H16 -3.645 -1.875 -5.422  0.076
H17 -4.020 -0.833 -4.011  0.080
H18 -4.354 -2.681 -3.975  0.085
H19 -0.255 -2.888 -4.246  0.136
H20 -2.366 -3.414 -6.492  0.083
H21 -2.420 -4.540 -5.026  0.078
H22 -0.911 -4.375 -6.049  0.091
H23 -0.489 -1.774 -6.745  0.089
H24 -0.122 -0.765 -5.261  0.081
H25 -1.810 -0.796 -5.964  0.081
H26 -4.449 -5.459 1.247  0.057
H27 -0.461 -1.031 1.524  0.145
H28 -0.880 -0.689 -0.160  0.151
H29 -2.985 0.611 1.518  0.095
H30 -1.722 1.304 0.468  0.116
H31 -0.273 1.813 2.305  0.109
H32 -0.801 0.403 3.313  0.086
H33 -1.688 3.055 3.708  0.123
H34 -3.027 2.415 2.698  0.118
H35 -2.365 0.492 4.741  0.088
H36 -5.737 2.508 4.937  0.050
H37 -4.445 -0.510 4.512  0.034
H38 -5.738 0.459 4.074  0.079
H39 -4.043 -2.579 -0.434  0.130
H40 -2.675 -0.473 -1.461  0.074
H41 -3.903 0.430 -0.500  0.098
H42 -4.433 -0.774 -1.713  0.088
H43 -4.615 -0.709 2.032  0.085
H44 -5.170 -2.375 1.645  0.108
H45 -6.287 -1.122 -0.596  0.080
H46 -6.219 0.285 0.658  0.085
H47 -7.034 -1.271 1.028  0.089
H48 -3.294 -3.227 2.412  0.152
H49 -3.050 -1.963 4.007  0.112
C24 3.700 5.296 0.150  -0.039
C25 3.267 6.426 1.113  -0.433
C26 2.793 6.009 2.509  -0.303
F1 1.699 5.225 2.479  0.089
F2 2.452 7.104 3.230  0.099
F3 2.339 7.193 0.499  0.133
F4 4.359 7.224 1.287  0.110
O5 2.740 4.853 -0.827  0.042
C27 1.796 3.880 -0.470  -0.520
C28 0.360 4.411 -0.528  -0.276
F5 0.180 5.464 0.284  0.111
F6 -0.515 3.451 -0.129  0.076
F7 2.111 3.345 0.722  0.137
F8 1.927 2.881 -1.370  0.142
H50 4.503 5.716 -0.455  0.128
H51 4.159 4.457 0.674  0.142
H52 3.583 5.483 3.051  0.173
H53 0.102 4.720 -1.543  0.178
C29 7.989 5.351 -2.406  -0.035
C30 7.035 4.266 -1.850  -0.427
C31 7.644 2.888 -1.570  -0.304
F9 8.134 2.300 -2.671  0.105
F10 6.690 2.051 -1.086  0.088
F11 5.961 4.165 -2.664  0.131
F12 6.561 4.739 -0.657  0.086
O6 7.982 5.589 -3.821  0.036
C32 8.784 4.792 -4.657  -0.519
C33 7.957 3.957 -5.641  -0.284
F13 7.094 3.141 -5.005  0.098
F14 8.764 3.172 -6.389  0.103
F15 9.625 4.052 -3.915  0.145
F16 9.560 5.644 -5.354  0.153
H54 7.631 6.294 -1.988  0.149
H55 9.004 5.244 -2.021  0.145
H56 8.441 2.955 -0.825  0.175
H57 7.383 4.605 -6.306  0.176

The calculation puts the gap between HOMO and LUMO at 8.1 eV. As for the total charge: +1. The electronic energy is -129506.099 eV. The calculation puts the HOMO energy at -10.945 eV.

This record from the Open Molecules 2025 dataset describes C33H57ClN2NdO2Si as an isolated structure in a non-equilibrium geometry. The level of theory is ωB97M-V with the def2-TZVPD basis set.

Last column: Löwdin charge in e.
Positions of all 97 atoms, in Å:
O1 2.544 2.310 0.371  -0.239
O2 1.564 2.489 -1.847  -0.246
C1 2.431 2.818 1.707  -0.243
C2 2.904 1.941 2.840  -0.069
H1 1.358 3.072 1.873  0.103
H2 2.985 3.762 1.651  0.128
H3 2.365 0.991 2.916  0.050
H4 2.719 2.467 3.780  0.092
H5 3.976 1.741 2.773  0.091
C3 2.876 0.911 0.174  -0.264
C4 4.261 0.822 -0.386  -0.053
H6 2.119 0.515 -0.525  0.084
H7 2.827 0.304 1.104  0.110
H8 4.294 1.273 -1.382  0.053
H9 4.534 -0.234 -0.488  0.088
H10 4.956 1.335 0.301  0.095
C5 1.190 1.821 -3.093  -0.203
C6 1.926 3.909 -2.035  -0.186
C7 1.991 0.576 -3.335  -0.049
H11 1.310 2.534 -3.923  0.134
H12 0.121 1.594 -3.005  0.095
H13 3.067 0.766 -3.231  0.083
H14 1.812 0.260 -4.371  0.092
H15 1.696 -0.255 -2.674  0.070
C8 3.357 4.028 -2.516  -0.051
H16 1.779 4.419 -1.061  0.122
H17 1.199 4.359 -2.762  0.131
H18 4.044 3.399 -1.930  0.075
H19 3.670 5.081 -2.415  0.095
H20 3.424 3.758 -3.583  0.086
H21 1.015 2.136 -0.804  0.112
N1 -0.725 -2.282 2.052  -0.089
C9 -1.331 -3.481 2.143  -0.331
C10 -2.260 -3.979 1.219  -0.021
C11 -2.554 -3.397 -0.017  -0.325
C12 -0.921 -4.459 3.209  -0.003
H22 -0.684 -3.991 4.169  0.095
H23 -0.046 -5.042 2.887  0.093
H24 -1.752 -5.151 3.360  0.088
C13 -3.127 -4.191 -1.157  0.005
H25 -2.451 -4.229 -2.021  0.085
H26 -4.074 -3.750 -1.504  0.097
H27 -3.314 -5.213 -0.826  0.091
N2 -2.329 -2.097 -0.209  -0.096
C14 0.583 -2.150 2.629  -0.236
C15 0.757 -1.392 3.805  -0.237
C16 -0.404 -0.686 4.447  -0.065
C17 2.037 -1.302 4.356  -0.060
H28 2.169 -0.722 5.269  0.119
C18 3.124 -1.922 3.749  -0.071
H29 4.121 -1.845 4.181  0.110
C19 2.947 -2.665 2.582  -0.041
H30 3.783 -3.150 2.087  0.114
C20 1.678 -2.802 2.017  -0.213
C21 1.472 -3.632 0.779  -0.029
C22 -2.486 -1.526 -1.513  -0.270
C23 -3.639 -0.764 -1.794  -0.228
C24 -4.820 -0.798 -0.850  -0.043
C25 -3.642 0.030 -2.950  -0.048
H31 -4.488 0.689 -3.128  0.122
C26 -2.585 -0.031 -3.869  -0.076
H32 -2.609 0.565 -4.783  0.117
C27 -1.532 -0.923 -3.646  -0.045
H33 -0.740 -1.040 -4.384  0.113
C28 -1.461 -1.681 -2.478  -0.219
C29 -0.308 -2.608 -2.244  -0.039
Nd1 -1.705 -0.232 1.107  1.555
H34 -0.547 0.335 4.046  0.069
H35 -0.209 -0.566 5.522  0.093
H36 -1.363 -1.217 4.358  0.046
H37 0.786 -3.147 0.063  0.043
H38 1.056 -4.630 0.998  0.089
H39 2.433 -3.794 0.265  0.090
H40 -5.687 -0.331 -1.340  0.095
H41 -4.656 -0.272 0.115  0.021
H42 -5.101 -1.825 -0.570  0.089
H43 -0.630 -3.574 -1.827  0.074
H44 0.441 -2.171 -1.559  0.065
H45 0.217 -2.822 -3.190  0.099
H46 -2.653 -4.970 1.390  0.108
C30 -0.135 1.544 -0.088  -0.354
Si1 -1.491 2.837 -0.194  0.426
H47 -0.163 0.615 -0.704  0.003
H48 0.341 1.396 0.914  0.003
C31 -1.068 4.456 0.667  -0.163
C32 -3.180 2.258 0.479  -0.253
C33 -1.909 3.044 -2.031  -0.158
H49 -2.836 3.645 -2.139  0.055
H50 -2.105 2.051 -2.482  0.009
H51 -1.114 3.544 -2.613  0.028
H52 -1.293 4.379 1.743  0.042
H53 -1.693 5.271 0.250  0.050
H54 -0.008 4.745 0.558  0.022
H55 -3.208 1.885 1.515  -0.047
H56 -3.661 1.524 -0.182  0.004
H57 -3.853 3.134 0.457  0.070
Cl1 -3.709 -0.395 2.781  -0.127

Its spin multiplicity is 4. The calculation puts the gap between HOMO and LUMO (spin up / spin down) at 7.9 / 8.2 eV. As for the total charge: +1. The electronic energy is -77894.063 eV. The calculation puts the HOMO energy (spin up / spin down) at -10.527 / -10.534 eV.

This record from the Open Molecules 2025 dataset describes C33H57ClN2O2PrSi as an isolated structure in a non-equilibrium geometry. The level of theory is ωB97M-V with the def2-TZVPD basis set.

Last column: Löwdin charge in e.
Positions of all 97 atoms, in Å:
O1 1.444 -1.758 -1.046  -0.239
O2 0.865 -0.498 -3.244  -0.258
C1 2.749 -2.105 -0.598  -0.256
C2 2.926 -3.109 0.521  -0.059
H1 3.214 -1.150 -0.301  0.118
H2 3.267 -2.449 -1.506  0.115
H3 2.465 -2.762 1.456  0.057
H4 4.006 -3.211 0.689  0.092
H5 2.573 -4.119 0.277  0.084
C3 0.290 -2.594 -0.832  -0.235
C4 0.261 -3.727 -1.828  -0.047
H6 -0.549 -1.894 -0.973  0.101
H7 0.192 -2.960 0.208  0.111
H8 0.165 -3.337 -2.851  0.050
H9 -0.588 -4.388 -1.629  0.087
H10 1.186 -4.313 -1.760  0.085
C5 -0.287 0.094 -3.883  -0.246
C6 1.926 -0.974 -4.088  -0.247
C7 -1.505 -0.761 -3.634  -0.056
H11 -0.107 0.242 -4.960  0.126
H12 -0.405 1.077 -3.407  0.088
H13 -1.376 -1.768 -4.063  0.083
H14 -2.383 -0.293 -4.099  0.081
H15 -1.710 -0.852 -2.556  0.058
C8 1.477 -1.996 -5.111  -0.061
H16 2.659 -1.420 -3.397  0.108
H17 2.397 -0.101 -4.575  0.114
H18 1.002 -2.862 -4.631  0.065
H19 2.359 -2.359 -5.651  0.088
H20 0.793 -1.552 -5.848  0.080
H21 1.223 0.156 -1.602  0.073
N1 -0.789 -0.486 3.229  -0.064
C9 -1.608 0.054 4.166  -0.305
C10 -2.406 1.213 3.971  -0.008
C11 -2.664 1.920 2.780  -0.305
C12 -1.705 -0.623 5.513  0.001
H22 -0.736 -1.012 5.841  0.091
H23 -2.417 -1.459 5.477  0.098
H24 -2.058 0.092 6.265  0.090
C13 -3.770 2.924 2.650  0.009
H25 -4.476 2.653 1.855  0.100
H26 -3.373 3.917 2.405  0.093
H27 -4.318 2.995 3.592  0.091
N2 -1.836 1.778 1.734  -0.123
C14 -0.422 -1.884 3.290  -0.206
C15 0.873 -2.275 3.708  -0.233
C16 1.885 -1.249 4.143  -0.044
C17 1.197 -3.634 3.744  -0.054
H28 2.189 -3.938 4.085  0.122
C18 0.274 -4.609 3.364  -0.063
H29 0.546 -5.663 3.381  0.111
C19 -0.997 -4.224 2.958  -0.044
H30 -1.735 -4.979 2.674  0.119
C20 -1.358 -2.879 2.913  -0.222
C21 -2.752 -2.509 2.515  -0.029
C22 -2.020 2.365 0.438  -0.249
C23 -1.332 3.557 0.098  -0.228
C24 -0.538 4.325 1.123  -0.025
C25 -1.398 4.018 -1.215  -0.042
H31 -0.892 4.960 -1.448  0.124
C26 -2.099 3.309 -2.185  -0.058
H32 -2.145 3.683 -3.211  0.119
C27 -2.787 2.141 -1.839  -0.032
H33 -3.381 1.600 -2.574  0.117
C28 -2.751 1.651 -0.534  -0.206
C29 -3.434 0.366 -0.185  -0.025
Pr1 0.376 1.125 1.713  0.934
H34 2.548 -0.919 3.324  0.074
H35 2.549 -1.671 4.914  0.098
H36 1.409 -0.364 4.588  0.073
H37 -2.786 -1.657 1.824  0.059
H38 -3.374 -2.274 3.392  0.089
H39 -3.222 -3.369 2.015  0.088
H40 -0.297 5.309 0.686  0.102
H41 0.440 3.879 1.403  0.034
H42 -1.106 4.502 2.053  0.095
H43 -3.832 0.357 0.839  0.079
H44 -2.770 -0.510 -0.289  0.075
H45 -4.277 0.212 -0.875  0.097
H46 -2.945 1.571 4.854  0.112
C30 1.254 1.158 -1.002  -0.196
Si1 2.340 2.391 -2.007  0.489
H47 0.225 1.548 -0.900  0.020
H48 1.822 1.013 -0.057  -0.038
C31 3.993 1.610 -2.407  -0.162
C32 2.682 3.940 -1.021  -0.172
C33 1.569 2.959 -3.612  -0.164
H49 2.138 3.809 -4.014  0.049
H50 0.538 3.299 -3.505  0.014
H51 1.572 2.193 -4.394  0.025
H52 4.591 1.447 -1.500  0.041
H53 4.577 2.274 -3.060  0.046
H54 3.921 0.644 -2.921  0.017
H55 2.920 3.727 0.028  0.006
H56 1.830 4.635 -1.038  0.025
H57 3.546 4.466 -1.459  0.048
Cl1 2.471 2.334 2.632  0.062

Its spin multiplicity is 3. The calculation puts the gap between HOMO and LUMO (spin up / spin down) at 7.8 / 8.2 eV. As for the total charge: +1. The electronic energy is -76687.321 eV. The calculation puts the HOMO energy (spin up / spin down) at -11.043 / -11.063 eV.

Which of these has the highest electronic energy? C33H57ClN2O2PrSi